A molecular structure, C31H57BN6SiV at a distorted geometry, computed with wB97M-V/def2-TZVPD.

Geometry as XYZ:
```
97
Properties=species:S:1:pos:R:3:forces:R:3:lowdin_charge:R:1
V -0.578 -1.062 -0.420 0.055 -0.855 -0.625 0.88
C -1.947 -0.931 -3.310 -0.043 0.072 0.034 -0.06
C -1.604 0.522 -3.636 0.114 -0.102 0.010 -0.34
C -0.611 0.599 -4.805 -0.021 -0.031 -0.031 -0.04
C -1.096 1.323 -2.468 0.142 -0.158 -0.004 -0.24
C -1.016 2.703 -2.412 -0.080 0.222 -0.087 0.03
C -0.439 3.019 -1.190 0.076 -0.050 0.110 -0.16
C -0.128 4.459 -0.817 0.170 -0.121 0.009 -0.33
C 1.070 4.941 -1.655 0.042 -0.027 0.028 -0.04
C 0.060 4.850 0.647 -0.005 -0.037 -0.038 -0.06
N -0.183 1.859 -0.542 -0.084 -0.114 -0.159 0.09
N -0.590 0.798 -1.344 -0.183 0.675 -0.182 0.02
B 0.390 1.549 0.896 0.044 -0.051 -0.064 -0.42
N -0.786 0.872 1.720 -0.141 -0.354 -0.187 0.11
N -1.424 -0.178 1.079 -0.450 0.970 1.149 -0.03
C -2.550 -0.466 1.763 0.358 0.027 -0.105 -0.23
C -2.600 0.334 2.882 -0.208 0.152 0.158 0.05
C -1.499 1.187 2.821 0.099 0.032 -0.078 -0.15
C -1.309 2.293 3.838 0.057 -0.004 -0.154 -0.33
C -2.301 3.431 3.551 -0.015 -0.005 0.011 -0.04
C 0.105 2.816 4.062 -0.045 -0.005 -0.026 -0.06
C -3.581 -1.444 1.283 0.114 -0.209 -0.060 -0.33
C -3.572 -1.566 -0.244 0.021 0.016 0.330 -0.06
C -3.497 -2.805 1.987 -0.061 -0.018 -0.029 -0.03
N 1.577 0.555 0.685 -0.283 -0.149 -0.295 0.09
N 1.305 -0.532 -0.119 1.125 0.672 0.710 -0.03
C 2.464 -1.030 -0.548 -0.038 0.044 0.025 -0.22
C 3.505 -0.285 0.005 0.185 -0.049 -0.132 0.06
C 2.920 0.716 0.759 -0.122 0.012 -0.017 -0.17
C 3.701 1.814 1.439 -0.153 0.048 -0.047 -0.34
C 3.256 2.174 2.852 -0.019 -0.042 0.055 -0.05
C 3.775 3.061 0.549 -0.046 -0.012 -0.019 -0.04
C 2.536 -2.168 -1.528 -0.045 0.029 -0.049 -0.34
C 1.391 -2.091 -2.541 0.335 0.187 0.105 -0.06
C 3.878 -2.177 -2.250 0.161 -0.067 -0.008 -0.05
H -2.501 -1.380 -4.136 0.063 -0.002 0.022 0.10
H -2.580 -1.012 -2.424 0.054 0.059 -0.208 0.04
H -1.046 -1.535 -3.172 -0.067 0.038 -0.048 0.05
H -2.520 1.019 -3.951 -0.145 0.027 -0.054 0.14
H 0.362 0.194 -4.512 -0.077 0.030 -0.037 0.07
H -0.461 1.629 -5.133 -0.006 -0.072 0.041 0.08
H -0.979 0.019 -5.658 0.037 0.082 0.112 0.09
H -1.340 3.406 -3.170 0.066 -0.120 0.145 0.13
H -1.005 4.999 -1.170 -0.109 0.082 -0.062 0.14
H 1.966 4.359 -1.415 -0.098 0.086 -0.044 0.07
H 1.279 5.993 -1.440 -0.030 -0.109 -0.021 0.09
H 0.881 4.840 -2.726 0.007 -0.003 0.091 0.08
H 1.034 4.550 1.035 -0.047 0.022 -0.014 0.06
H -0.711 4.429 1.291 0.036 0.003 -0.036 0.05
H 0.002 5.939 0.724 0.000 -0.072 -0.020 0.09
H 0.764 2.536 1.428 -0.073 -0.155 -0.072 0.08
H -3.373 0.345 3.641 0.136 0.024 -0.145 0.14
H -1.629 1.828 4.770 -0.013 -0.055 0.120 0.14
H -2.129 3.864 2.565 -0.018 -0.011 0.059 0.06
H -2.184 4.223 4.295 -0.010 -0.071 -0.058 0.09
H -3.334 3.079 3.585 0.087 0.022 -0.002 0.08
H 0.419 3.484 3.258 -0.041 -0.055 0.081 0.05
H 0.828 2.003 4.147 -0.092 0.063 -0.006 0.08
H 0.131 3.388 4.993 -0.022 -0.042 -0.073 0.09
H -4.532 -0.997 1.565 -0.166 0.040 -0.008 0.15
H -2.665 -2.069 -0.615 0.052 -0.110 0.021 0.03
H -3.671 -0.593 -0.720 0.013 0.082 0.013 0.09
H -4.386 -2.198 -0.594 -0.037 -0.062 0.000 0.11
H -2.589 -3.350 1.721 -0.056 0.029 0.042 0.05
H -4.352 -3.422 1.701 0.057 0.032 0.025 0.09
H -3.510 -2.686 3.072 -0.001 0.009 -0.072 0.09
H 4.567 -0.426 -0.145 -0.186 0.016 0.030 0.12
H 4.705 1.402 1.508 0.164 -0.037 0.007 0.13
H 2.354 2.783 2.836 0.127 -0.060 -0.004 0.04
H 4.039 2.756 3.346 -0.062 -0.059 -0.057 0.09
H 3.065 1.282 3.457 0.017 0.092 -0.059 0.09
H 2.775 3.471 0.388 0.088 -0.026 0.036 0.04
H 4.207 2.828 -0.427 -0.029 0.015 0.047 0.09
H 4.387 3.834 1.022 -0.052 -0.088 -0.030 0.09
H 2.442 -3.099 -0.966 -0.076 -0.050 0.006 0.11
H 1.415 -1.141 -3.078 -0.014 -0.025 0.001 0.09
H 0.433 -2.201 -2.031 -0.140 -0.149 -0.016 0.01
H 1.428 -2.908 -3.264 0.051 0.040 0.034 0.10
H 4.089 -1.203 -2.699 -0.020 -0.063 -0.003 0.09
H 3.870 -2.925 -3.044 0.029 0.023 0.053 0.09
H 4.697 -2.426 -1.570 -0.067 0.060 -0.064 0.09
C -0.463 -5.682 1.444 -0.076 -0.201 0.282 -0.18
Si -0.262 -4.696 -0.119 -0.115 0.144 -0.026 0.40
C 1.169 -5.399 -1.069 0.368 -0.097 -0.219 -0.18
C -1.798 -4.868 -1.161 -0.295 -0.070 -0.220 -0.17
C -0.057 -2.895 0.337 -0.305 0.152 -0.428 -0.28
H -0.280 -6.748 1.266 -0.054 0.120 0.044 0.04
H -1.478 -5.581 1.847 0.138 -0.019 0.016 0.03
H 0.240 -5.344 2.213 -0.071 -0.078 -0.055 0.04
H 0.976 -6.469 -1.224 0.074 0.174 -0.001 0.05
H 2.116 -5.312 -0.520 -0.142 -0.049 -0.123 0.04
H 1.292 -4.936 -2.057 0.018 -0.111 0.184 0.03
H -1.941 -5.915 -1.458 -0.010 0.186 0.024 0.04
H -1.741 -4.271 -2.082 -0.034 -0.084 0.107 0.03
H -2.693 -4.561 -0.606 0.085 -0.045 -0.103 0.02
H -1.031 -2.595 0.789 -0.037 -0.290 0.389 -0.02
H 0.692 -2.777 1.123 0.074 0.091 0.022 0.04
```
Forces are in eV/Å.

E_LUMO (spin up / spin down) in eV: -3.27 / -2.37
Spin multiplicity: 3
F_max in eV/Å: 1.6
Total charge: +1
Calculated total energy in hartree: -2802.25298

---

10 unconnected molecules or ions with the total composition C31H57ClN2O9, computed with wB97M-V/def2-TZVPD.

Geometry as XYZ:
```
100
Properties=species:S:1:pos:R:3:forces:R:3:lowdin_charge:R:1
N -0.467 2.841 -1.478 -0.144 -0.136 0.271 0.19
C -0.419 1.981 -2.236 0.030 0.511 -0.495 -0.21
C -0.178 1.096 -3.370 0.387 -0.338 0.363 -0.19
C 0.951 1.678 -4.265 -0.516 -0.167 -0.367 -0.64
Cl 0.391 1.848 -5.958 0.052 0.039 -0.016 0.65
C 2.110 0.795 -4.204 0.204 0.394 0.681 -0.24
N 3.010 0.175 -3.854 0.141 -0.186 -0.433 0.19
H -1.080 0.928 -3.948 -0.143 0.122 0.117 0.10
H 0.162 0.145 -2.963 -0.232 -0.136 -0.078 0.11
H 1.233 2.672 -3.933 0.121 -0.008 -0.018 0.10
C -3.708 4.628 -5.515 -0.106 -0.194 0.085 -0.02
C -2.583 4.086 -4.670 0.031 -0.009 0.033 -0.50
C -1.370 4.964 -4.498 0.063 -0.185 0.117 -0.01
O -2.650 2.994 -4.150 -0.008 -0.029 -0.057 0.05
H -4.515 3.901 -5.555 0.009 -0.009 0.003 0.08
H -4.084 5.558 -5.083 0.081 0.081 -0.081 0.09
H -3.353 4.825 -6.527 0.016 0.131 0.026 0.09
H -1.651 5.907 -4.023 -0.013 0.068 -0.116 0.08
H -0.917 5.169 -5.469 -0.058 0.132 -0.003 0.09
H -0.646 4.453 -3.866 -0.010 0.024 0.033 0.06
C -4.223 -0.313 -1.121 0.135 0.232 -0.036 -0.01
C -2.907 -1.024 -1.317 -0.047 -0.379 -0.048 -0.47
C -2.900 -2.521 -1.144 0.184 0.314 -0.106 -0.01
O -1.900 -0.414 -1.602 0.117 0.150 -0.017 0.05
H -4.086 0.756 -1.276 0.008 0.004 -0.015 0.08
H -4.959 -0.687 -1.835 -0.051 -0.078 0.091 0.09
H -4.593 -0.486 -0.109 -0.082 -0.110 -0.039 0.08
H -3.584 -2.982 -1.859 -0.103 -0.005 0.041 0.10
H -3.218 -2.788 -0.135 -0.084 0.027 -0.325 0.05
H -1.897 -2.908 -1.313 -0.040 0.045 -0.066 0.06
C 3.047 -2.336 -1.623 -0.160 -0.235 0.108 -0.03
C 4.053 -2.835 -0.619 -0.106 0.011 -0.097 -0.49
C 5.370 -2.108 -0.555 0.004 -0.224 0.183 -0.02
O 3.796 -3.775 0.102 0.177 -0.007 0.116 0.05
H 2.148 -2.949 -1.574 0.002 0.038 -0.051 0.06
H 2.787 -1.298 -1.410 0.112 0.063 -0.118 0.08
H 3.461 -2.393 -2.630 0.021 0.185 -0.012 0.08
H 5.202 -1.062 -0.298 0.044 -0.019 -0.140 0.06
H 5.876 -2.168 -1.521 -0.060 0.128 -0.036 0.09
H 6.000 -2.563 0.207 -0.006 -0.012 -0.003 0.08
C 0.862 -5.180 0.224 -0.084 0.158 -0.180 -0.02
C -0.143 -5.271 -0.896 0.045 -0.024 0.036 -0.50
C -1.123 -6.419 -0.851 -0.067 0.101 -0.186 -0.02
O -0.167 -4.456 -1.791 0.021 -0.036 0.014 0.05
H 1.502 -4.317 0.071 0.071 -0.050 0.066 0.05
H 0.344 -5.079 1.179 0.018 -0.186 0.041 0.07
H 1.486 -6.075 0.249 -0.052 -0.036 0.088 0.09
H -1.717 -6.363 0.064 0.057 -0.070 0.053 0.08
H -0.586 -7.369 -0.871 -0.014 -0.010 0.125 0.08
H -1.788 -6.365 -1.710 0.003 0.007 -0.001 0.08
C -3.226 -2.921 3.863 -0.241 -0.112 -0.167 -0.01
C -2.664 -3.196 2.494 0.060 0.078 0.208 -0.48
C -1.199 -2.893 2.291 -0.129 -0.098 -0.280 0.00
O -3.346 -3.644 1.598 -0.084 -0.241 0.366 0.04
H -4.283 -3.182 3.880 -0.001 0.015 -0.018 0.08
H -2.693 -3.522 4.601 0.074 0.159 0.053 0.05
H -3.115 -1.864 4.111 0.125 -0.031 0.072 0.09
H -0.600 -3.488 2.982 0.019 0.139 0.098 0.09
H -1.008 -1.834 2.469 0.066 -0.035 0.138 0.09
H -0.920 -3.135 1.268 0.025 0.049 -0.009 0.07
C 1.538 4.719 0.542 0.169 0.218 -0.103 -0.03
C 1.165 5.788 1.532 0.099 0.010 0.039 -0.53
C 0.105 5.420 2.541 0.141 0.171 0.299 -0.03
O 1.668 6.888 1.514 -0.029 -0.014 0.015 0.07
H 2.296 5.100 -0.140 0.006 0.013 0.019 0.08
H 1.929 3.840 1.057 -0.134 -0.064 -0.010 0.09
H 0.657 4.427 -0.029 0.030 -0.208 0.044 0.03
H 0.439 4.581 3.155 -0.016 -0.064 -0.074 0.09
H -0.808 5.134 2.028 -0.028 -0.222 0.053 0.06
H -0.095 6.273 3.186 -0.006 0.009 -0.013 0.09
C 7.887 0.700 1.582 -0.148 -0.154 0.004 -0.02
C 6.754 1.405 0.877 -0.019 0.006 -0.002 -0.50
C 7.019 2.808 0.389 -0.202 -0.027 -0.061 -0.02
O 5.682 0.869 0.711 0.016 0.118 0.046 0.05
H 7.566 -0.295 1.881 -0.008 0.006 -0.004 0.08
H 8.746 0.616 0.916 0.057 0.096 0.056 0.09
H 8.182 1.263 2.470 0.099 0.047 -0.058 0.09
H 7.845 2.806 -0.324 0.079 0.041 0.086 0.09
H 7.280 3.453 1.229 0.120 -0.005 -0.028 0.09
H 6.128 3.198 -0.097 0.000 -0.012 0.004 0.08
C -1.811 6.741 0.194 -0.179 0.361 -0.253 -0.01
C -2.749 6.539 -0.973 -0.053 -0.047 0.014 -0.49
C -3.355 5.164 -1.124 -0.005 0.107 -0.211 -0.02
O -2.996 7.430 -1.753 0.044 -0.014 -0.052 0.06
H -1.436 7.762 0.192 0.008 -0.005 -0.003 0.10
H -2.335 6.554 1.131 0.030 -0.109 0.003 0.09
H -0.974 6.054 0.108 -0.035 -0.107 -0.019 0.06
H -3.945 4.913 -0.242 0.104 -0.075 0.057 0.09
H -2.564 4.420 -1.252 -0.038 -0.050 0.132 0.06
H -4.003 5.149 -1.998 -0.013 0.003 0.007 0.08
C -2.317 -6.683 7.499 0.007 0.211 0.052 -0.02
C -1.840 -6.074 6.204 0.015 -0.005 -0.001 -0.49
C -1.550 -7.025 5.068 0.034 0.190 -0.087 -0.02
O -1.697 -4.879 6.081 0.014 -0.047 0.010 0.05
H -2.488 -5.895 8.229 0.004 0.003 -0.010 0.08
H -3.247 -7.228 7.335 0.061 -0.110 -0.002 0.09
H -1.566 -7.373 7.886 -0.065 -0.099 -0.041 0.09
H -2.451 -7.584 4.809 0.040 -0.100 0.059 0.09
H -0.769 -7.729 5.359 -0.082 -0.088 0.017 0.09
H -1.217 -6.463 4.198 0.001 0.002 0.006 0.07
```
Forces are in eV/Å.

E_LUMO in eV: 0.51
Spin multiplicity: 1
F_max in eV/Å: 0.8
Total charge: 0
Calculated total energy in hartree: -2462.22577